Entry 1:
# C29H48BrN3P2SV

A structure of composition C29H48BrN3P2SV at a distorted geometry (wB97M-V/def2-TZVPD, OMol25).

Output
lowest unoccupied orbital energy (spin up / spin down): -6.9 / -7.1 eV
energy above the lowest of the compared OMol25 structures with the same formula, charge and spin: 0.0 kJ/mol
net charge: +2
spin multiplicity: 4

Each line ends with the Mulliken charge.
Geometry (Å):
1 N 1.6691 9.8937 -3.4266  -0.53
2 C 2.6443 9.0311 -3.7145  -0.33
3 C 2.5945 7.6832 -3.3246  -0.51
4 C 1.4726 7.1885 -2.6037  0.59
5 C 0.4391 8.1271 -2.3551  -0.47
6 C 0.5948 9.4644 -2.7662  -0.35
7 C 1.3733 5.7933 -2.1621  -0.01
8 V 0.2503 1.7055 -0.0925  -0.30
9 P -3.9183 -3.1995 -1.6051  -0.16
10 C 0.2944 5.2747 -1.4930  -1.32
11 C 0.0595 3.8723 -1.3422  2.21
12 C -1.2283 3.2923 -1.4495  -1.36
13 C -1.3978 2.0072 -1.9913  0.45
14 C -0.2650 1.1740 -2.1780  -0.42
15 C 1.0420 1.7525 -2.0686  -0.41
16 C 1.2129 3.0238 -1.4362  -1.17
17 Br -0.3649 -0.7831 -2.5204  0.02
18 H 2.2204 5.1598 -2.4569  0.39
19 H -0.5208 5.9315 -1.1917  0.36
20 H 3.4349 7.0487 -3.6012  0.36
21 H -0.4873 7.8373 -1.8638  0.26
22 H 3.5011 9.4289 -4.2718  0.36
23 H -0.1753 10.2073 -2.5475  0.37
24 H -2.0950 3.9438 -1.3015  0.48
25 H 2.2164 3.3853 -1.1297  0.71
26 H -2.3654 1.7551 -2.4244  0.65
27 H 1.9235 1.2779 -2.5021  0.55
28 P -1.2391 1.0775 1.7186  1.08
29 C -2.8909 -2.8543 -3.0753  0.08
30 C -3.5947 -3.4224 -4.3006  -1.39
31 H -1.9143 -3.3302 -2.9144  0.37
32 H -2.7045 -1.7742 -3.1443  -0.12
33 H -2.9155 -3.4577 -5.1545  0.39
34 H -3.9354 -4.4400 -4.0798  0.37
35 H -4.4637 -2.8103 -4.5579  0.30
36 C -4.9195 -1.6894 -1.3200  0.56
37 C -6.3239 -2.1511 -0.9224  -1.27
38 H -4.9381 -1.1127 -2.2562  0.44
39 H -4.4458 -1.0650 -0.5512  -0.62
40 H -7.0383 -1.3264 -0.9621  0.40
41 H -6.6681 -2.9346 -1.6077  0.35
42 H -6.3275 -2.5671 0.0899  0.33
43 C -2.7762 -3.4140 -0.2089  0.20
44 C -2.7087 -4.9137 0.1066  -1.29
45 H -3.1657 -2.8341 0.6404  0.24
46 H -1.8017 -2.9944 -0.4871  -0.11
47 H -2.3407 -5.0857 1.1201  0.37
48 H -3.7062 -5.3657 0.0249  0.38
49 H -2.0382 -5.4262 -0.5904  0.32
50 C -0.9569 -0.0647 3.1186  -0.07
51 C -0.9961 0.5556 4.5142  -1.29
52 H 0.0047 -0.5611 2.9182  -0.13
53 H -1.7412 -0.8319 3.0214  0.51
54 H -0.0542 1.0578 4.7648  0.33
55 H -1.8082 1.2848 4.6330  0.30
56 H -1.1602 -0.2355 5.2557  0.42
57 C -3.0204 0.8801 1.3655  -0.30
58 C -3.7538 2.1903 1.1507  -1.30
59 H -3.4332 0.3074 2.2093  0.61
60 H -3.0643 0.2327 0.4759  -0.33
61 H -3.6236 2.8755 1.9964  0.35
62 H -3.4134 2.6957 0.2401  0.18
63 H -4.8223 1.9804 1.0492  0.45
64 C -0.9010 2.7914 2.3232  -1.04
65 C 0.5481 3.0224 2.7366  -1.34
66 H -1.6100 2.9420 3.1448  0.74
67 H -1.2079 3.4867 1.5241  0.53
68 H 1.0595 3.6832 2.0247  0.34
69 H 0.5639 3.5209 3.7109  0.34
70 H 1.1349 2.0972 2.8304  0.33
71 S 1.9642 0.0581 0.7849  -0.15
72 C 2.2844 -1.6776 1.1314  0.25
73 N 2.8721 -2.0705 2.2827  -0.09
74 C 3.4499 -3.4040 2.4800  -0.61
75 C 3.9116 -3.9476 1.1338  -0.66
76 C 2.7754 -3.9112 0.1379  -0.58
77 N 2.0804 -2.6153 0.1908  0.03
78 H 3.0039 -1.3559 2.9912  0.29
79 H 2.7058 -4.0935 2.9074  0.28
80 H 4.2858 -3.3205 3.1822  0.39
81 H 4.2624 -4.9803 1.2497  0.35
82 H 4.7562 -3.3425 0.7686  0.32
83 H 2.0599 -4.7081 0.3737  0.35
84 H 3.1553 -4.0682 -0.8769  0.35
85 H 1.5036 -2.3380 -0.5972  0.01



Entry 2:
# C9H19BaClI2NOP

A structure of composition C9H19BaClI2NOP at a distorted geometry (wB97M-V/def2-TZVPD, OMol25).

Output
lowest unoccupied orbital energy: -7.9 eV
energy above the lowest of the compared OMol25 structures with the same formula, charge and spin: 0.0 kJ/mol
net charge: +2

Each line ends with the natural charge from an NBO analysis.
Geometry (Å):
1 C -0.3252 1.3921 3.6945  -0.75
2 C 0.6103 0.2846 3.2731  0.70
3 O 1.5888 0.0504 3.8756  -0.47
4 N 0.3265 -0.4715 2.0698  -0.81
5 C -1.0053 -1.0661 2.1438  -0.43
6 P 0.6371 0.5253 0.5881  1.17
7 C 1.0183 -0.9606 -0.4419  -0.74
8 C -0.2160 -1.5456 -1.1514  -0.43
9 C -0.3006 -3.0690 -1.1925  -0.33
10 Cl -1.6573 -3.5039 -2.3238  -0.12
11 C 0.9544 1.8611 -0.8356  -0.75
12 I 0.7492 3.7529 0.1408  0.19
13 C 0.2344 1.9006 -2.1566  -0.16
14 C 0.8690 1.0596 -3.2880  -0.67
15 I -1.9227 1.3474 -1.9695  -0.20
16 H 0.1701 2.3501 3.5001  0.26
17 H -0.5275 1.3072 4.7660  0.27
18 H -1.2785 1.3839 3.1554  0.20
19 H -1.2148 -1.4124 3.1621  0.24
20 H -1.0697 -1.9557 1.5052  0.19
21 H -1.8203 -0.3692 1.8638  0.16
22 H -0.6711 1.0870 0.6927  -0.06
23 H 1.7075 1.1243 1.2696  0.03
24 H 1.8121 -0.7038 -1.1522  0.25
25 H 1.4370 -1.6940 0.2566  0.29
26 H -1.1286 -1.2025 -0.6438  0.18
27 H -0.2765 -1.2043 -2.1903  0.21
28 H -0.5860 -3.5080 -0.2359  0.24
29 H 0.6032 -3.5463 -1.5774  0.25
30 H 2.0179 1.7711 -1.0987  0.27
31 H 0.1029 2.9294 -2.4944  0.25
32 H 0.2009 0.3067 -3.7154  0.22
33 H 1.1353 1.7351 -4.1088  0.27
34 H 1.7848 0.5732 -2.9457  0.24
35 Ba -3.9595 -0.5291 -2.4354  1.85



Entry 3:
# C3H9N3O

An isolated molecule of C3H9N3O at a distorted geometry (wB97M-V/def2-TZVPD, OMol25).

Output
lowest unoccupied orbital energy: 0.7 eV
energy above the lowest of the compared OMol25 structures with the same formula, charge and spin: 429.7 kJ/mol

Each line ends with the natural charge from an NBO analysis.
Geometry (Å):
1 C 0.9830 1.3508 0.2470  -0.43
2 N 0.6901 -0.0090 -0.2006  -0.35
3 C 1.7966 -0.8737 -0.4656  -0.42
4 N 0.0162 -0.6762 0.8930  -0.34
5 C -1.2259 -0.4246 0.7781  0.23
6 N -1.8597 0.2922 -0.1668  -0.33
7 O -3.2308 -0.0181 -0.2684  -0.56
8 H 0.0414 1.8391 0.1941  0.22
9 H 1.5745 1.3480 1.1531  0.19
10 H 1.6378 1.8171 -0.4888  0.20
11 H 2.3214 -1.0645 0.5075  0.17
12 H 2.5769 -0.4324 -1.1039  0.20
13 H 1.4020 -1.8791 -0.7373  0.21
14 H -1.9716 -0.6038 1.5498  0.19
15 H -1.4034 0.1413 -1.0993  0.38
16 H -3.3485 -0.8072 -0.7919  0.46



Entry 4:
# C38H90Hg2N8O12

A structure of composition C38H90Hg2N8O12 at a distorted geometry (wB97M-V/def2-TZVPD, OMol25).

Output
lowest unoccupied orbital energy: -6.0 eV
energy above the lowest of the compared OMol25 structures with the same formula, charge and spin: 0.0 kJ/mol
net charge: +2

Each line ends with the Mulliken charge.
Geometry (Å):
1 Hg -3.5515 2.7114 1.2708  1.71
2 Hg 3.8799 -1.1173 -1.7030  2.57
3 C 0.2942 0.7131 2.2549  -0.46
4 C -0.7948 1.4062 1.7531  0.54
5 C -1.0640 1.3317 0.1995  -0.50
6 O -2.0997 1.9159 -0.2338  -0.01
7 C -0.2457 0.5367 -0.6128  -0.78
8 C 0.8422 -0.1196 -0.0415  -0.48
9 C 1.1671 -0.0166 1.4335  0.24
10 O 1.9712 -0.7921 1.9451  -0.02
11 O 1.7258 -0.5256 -0.8900  -0.95
12 O -1.7044 1.9561 2.4376  -1.16
13 H 0.4287 0.6806 3.3289  0.55
14 H -0.4570 0.5856 -1.6691  0.70
15 C -0.7630 5.1952 1.1057  -1.45
16 C -2.1310 5.6121 1.6148  0.53
17 C -3.2126 5.8618 0.5573  -0.98
18 O -3.3722 4.6243 -0.1368  -0.23
19 C -2.9357 4.5157 -1.4771  -0.84
20 N -2.6750 4.6553 2.6236  -0.55
21 H -0.0119 5.1720 1.8935  0.49
22 H -0.5042 6.0268 0.4375  0.44
23 H -0.6754 4.3034 0.4829  0.10
24 H -1.9523 6.5760 2.1109  0.44
25 H -2.9672 6.7150 -0.0747  0.46
26 H -4.1893 6.0271 1.0177  0.37
27 H -3.6518 5.0471 -2.1258  0.44
28 H -3.1760 3.5083 -1.8165  -0.03
29 H -1.9302 4.7950 -1.7862  0.38
30 H -3.2697 5.1142 3.3058  0.28
31 H -1.8414 4.3146 3.0969  0.17
32 C 0.6135 -4.0664 -3.4555  -1.16
33 C -0.7919 -3.5870 -3.7907  0.11
34 C -1.1083 -2.3291 -2.9923  0.98
35 O -2.4721 -1.9985 -3.2342  -0.44
36 C -2.8893 -0.9671 -2.3966  0.47
37 N -0.8175 -3.3334 -5.2527  -0.79
38 H 0.6899 -4.4895 -2.4528  0.20
39 H 1.3128 -3.2450 -3.6401  0.14
40 H 0.9469 -4.8222 -4.1696  0.43
41 H -1.5771 -4.3280 -3.6419  0.52
42 H -0.4212 -1.4850 -3.1374  0.11
43 H -1.0398 -2.6225 -1.9312  -0.95
44 H -3.9815 -0.9346 -2.4145  0.38
45 H -2.5808 0.0473 -2.6965  -0.27
46 H -2.5460 -1.0767 -1.3591  -0.36
47 H -0.3948 -2.4134 -5.4037  0.27
48 H -1.7789 -3.1564 -5.5432  0.35
49 C 8.2939 -0.3230 -1.2306  -1.63
50 C 6.8117 -0.4754 -1.0201  0.78
51 C 6.1423 0.8898 -1.1139  -0.94
52 O 4.7033 0.8151 -0.9521  -0.49
53 C 4.1474 2.1137 -0.7642  -0.59
54 N 6.2257 -1.4865 -1.9689  -0.60
55 H 8.7544 0.3619 -0.5075  0.41
56 H 8.6742 -0.0493 -2.2137  0.40
57 H 8.8554 -1.2206 -0.9403  0.43
58 H 6.5711 -0.8730 -0.0350  -0.04
59 H 6.3345 1.3623 -2.0880  0.39
60 H 6.5203 1.6072 -0.3842  0.43
61 H 3.0614 2.0430 -0.7054  0.02
62 H 4.3580 2.7896 -1.5960  0.33
63 H 4.4984 2.5247 0.1831  0.26
64 H 6.6662 -2.3678 -1.7158  0.28
65 H 6.4382 -1.3341 -2.9534  0.28
66 C -1.5018 -1.7711 4.8223  -0.96
67 C -0.6527 -2.8454 4.1296  0.31
68 C -0.9964 -2.9722 2.6660  -0.02
69 O -0.2784 -3.9900 2.0342  -0.42
70 C -0.7435 -4.2411 0.7379  -0.24
71 N 0.7410 -2.3370 4.2620  -0.69
72 H -1.8429 -2.0737 5.8111  0.35
73 H -2.4750 -1.5845 4.3366  0.05
74 H -0.9847 -0.8156 4.8365  0.26
75 H -0.7912 -3.7868 4.6559  0.42
76 H -0.8541 -2.0309 2.1065  -0.14
77 H -2.0866 -3.1474 2.5789  0.47
78 H -1.7733 -4.6082 0.7373  0.42
79 H 0.0061 -4.8258 0.2141  0.27
80 H -0.7856 -3.2972 0.1585  -0.34
81 H 1.2779 -2.8202 3.5470  0.19
82 H 0.7226 -1.4034 3.8532  -0.24
83 C -5.0168 -1.6600 1.7705  -1.65
84 C -4.5301 -0.3136 1.2514  1.68
85 C -5.6151 0.3945 0.4742  -1.09
86 O -5.0898 1.5758 -0.1550  0.04
87 C -5.8534 2.1721 -1.1993  -1.00
88 N -4.0891 0.5952 2.3202  -0.20
89 H -4.2010 -2.1009 2.3441  0.25
90 H -5.3442 -2.3532 0.9950  0.41
91 H -5.8993 -1.5828 2.4144  0.46
92 H -3.6708 -0.5532 0.6225  -0.75
93 H -6.5070 0.7648 0.9986  0.45
94 H -6.0277 -0.2648 -0.2996  0.42
95 H -5.5906 1.7151 -2.1547  0.27
96 H -5.6383 3.2367 -1.2113  0.18
97 H -6.9185 2.0238 -1.0048  0.48
98 H -3.3288 0.3022 2.9437  -0.06
99 H -4.7951 0.5190 3.0703  0.34
100 C -6.3901 1.4933 -5.5083  -1.22
101 C -5.0632 1.6991 -6.2521  0.46
102 C -4.0357 2.1368 -5.2231  -0.35
103 O -2.7171 2.1492 -5.7659  -0.42
104 C -1.8465 2.7523 -4.8848  -0.37
105 N -4.6542 0.4596 -6.8906  -0.57
106 H -6.7928 2.3667 -4.9905  0.33
107 H -6.1988 0.7232 -4.7576  0.28
108 H -7.0976 1.1311 -6.2512  0.36
109 H -5.0955 2.5150 -6.9874  0.28
110 H -4.0316 1.4019 -4.3991  -0.08
111 H -4.3003 3.1397 -4.8706  0.41
112 H -1.4929 2.1068 -4.0624  -0.08
113 H -2.1569 3.7298 -4.4991  0.27
114 H -0.8686 2.9613 -5.3366  0.39
115 H -3.6924 0.2610 -6.6726  0.21
116 H -4.9351 0.2469 -7.8263  0.20
117 C 3.7805 -4.1259 1.7983  -1.60
118 C 4.0147 -3.5723 0.4151  0.41
119 C 2.8937 -3.8544 -0.5731  -0.23
120 O 3.3143 -3.4253 -1.8822  -0.18
121 C 3.8191 -4.5143 -2.6364  -1.03
122 N 4.1748 -2.0744 0.4229  0.44
123 H 3.5113 -5.1876 1.8008  0.47
124 H 2.8950 -3.6837 2.2409  0.24
125 H 4.6782 -4.0314 2.4044  0.45
126 H 5.0079 -3.8754 0.0620  0.39
127 H 2.0650 -3.1634 -0.3917  -0.57
128 H 2.5210 -4.8755 -0.5371  0.71
129 H 4.0518 -4.2583 -3.6730  0.34
130 H 3.0228 -5.2554 -2.7256  0.32
131 H 4.7397 -4.9772 -2.2679  0.33
132 H 4.9428 -1.8752 1.0737  0.43
133 H 3.3781 -1.7504 1.0131  -0.49
134 C 4.0193 1.7472 3.2844  -1.16
135 C 4.2473 0.9195 4.5303  0.49
136 C 3.2405 1.2893 5.6226  -0.65
137 O 3.7692 0.9374 6.8956  -0.38
138 C 3.0166 1.3327 7.9971  -0.75
139 N 4.0850 -0.5351 4.1973  -0.68
140 H 2.9886 1.6891 2.9155  0.01
141 H 4.5403 1.2856 2.4320  0.11
142 H 4.3511 2.7782 3.4000  0.57
143 H 5.2386 1.0330 4.9739  0.41
144 H 2.3138 0.6962 5.4907  0.16
145 H 2.9642 2.3587 5.6674  0.50
146 H 3.6772 1.2459 8.8599  0.27
147 H 2.1103 0.7546 8.1980  0.27
148 H 2.7752 2.4047 7.9592  0.32
149 H 3.7841 -0.9189 5.0988  0.38
150 H 3.2177 -0.6120 3.6588  0.00



Entry 5:
# C14H12F5IN5OPdS2SeTe

A structure of composition C14H12F5IN5OPdS2SeTe at a distorted geometry (wB97M-V/def2-TZVPD, OMol25).

Output
lowest unoccupied orbital energy (spin up / spin down): -7.1 / -7.1 eV
energy above the lowest of the compared OMol25 structures with the same formula, charge and spin: 339.6 kJ/mol
net charge: +1

Each line ends with the natural charge from an NBO analysis.
Geometry (Å):
1 Pd 0.6960 0.5631 0.8787  0.95
2 C -4.0557 -0.9284 2.9608  -0.74
3 S -3.2401 -2.4525 2.4436  0.41
4 C -2.0998 -1.8318 1.3018  -0.12
5 S -0.6443 -2.8852 1.1801  1.00
6 N -2.2585 -0.7324 0.6890  -0.30
7 N -1.4323 0.1397 0.1225  -0.24
8 C -1.7828 0.8657 -0.8703  0.08
9 C -1.0059 2.0699 -1.1759  0.12
10 C -1.4045 2.9486 -2.1688  -0.20
11 C -0.6687 4.1062 -2.3741  -0.14
12 C 0.4341 4.3547 -1.5770  -0.22
13 C 0.7685 3.4237 -0.6038  0.08
14 N 0.0683 2.3123 -0.4152  -0.51
15 H -4.9418 -1.2268 3.5157  0.25
16 H -4.3277 -0.3317 2.0962  0.25
17 H -3.3661 -0.3837 3.6005  0.26
18 H -2.6907 0.6523 -1.4280  0.22
19 H -2.2865 2.7339 -2.7591  0.24
20 H -0.9593 4.8068 -3.1462  0.24
21 H 1.0251 5.2512 -1.7018  0.25
22 H 1.6206 3.5728 0.0465  0.21
23 F -0.6599 0.4614 2.6217  -0.66
24 Te 1.0847 -0.9005 3.2964  2.74
25 F 2.8179 -1.2971 2.4466  -0.69
26 F -0.3662 -1.2634 4.4586  -0.61
27 F 1.1601 -2.7788 3.4582  -0.63
28 F 2.0744 -0.8304 4.8597  -0.59
29 O 0.4763 -1.8607 1.0892  -0.83
30 I 2.3547 1.4038 -4.7771  0.23
31 C 2.8494 0.6394 -2.9052  -0.19
32 C 4.1581 0.3230 -2.5671  -0.15
33 C 4.4119 -0.1592 -1.2934  -0.23
34 C 3.3742 -0.2582 -0.3851  0.05
35 N 2.1195 0.0650 -0.7185  -0.42
36 C 1.8544 0.4746 -1.9630  0.01
37 H 4.9592 0.4471 -3.2841  0.25
38 H 5.4118 -0.4467 -0.9993  0.25
39 H 3.5355 -0.6256 0.6195  0.26
40 H 0.8220 0.6649 -2.2163  0.22
41 Se 2.4580 1.4824 2.6293  0.22
42 C 1.1066 2.7315 2.7044  -0.05
43 N 0.3154 3.5699 2.7240  -0.26



Entry 6:
# C5H9NO

An isolated molecule of C5H9NO at a distorted geometry (wB97M-V/def2-TZVPD, OMol25).

Output
lowest unoccupied orbital energy: 0.9 eV
energy above the lowest of the compared OMol25 structures with the same formula, charge and spin: 297.5 kJ/mol

Each line ends with the natural charge from an NBO analysis.
Geometry (Å):
1 O 0.6567 -1.6148 -1.9124  -0.48
2 C 0.0329 -1.6818 -0.9312  0.57
3 N -0.0145 -0.3303 -0.2718  -0.53
4 C 1.0860 0.0894 0.5498  -0.21
5 C 0.5744 1.5400 1.1581  -0.41
6 C -0.9343 1.4856 0.9180  -0.43
7 C -1.2861 0.1687 0.2182  -0.24
8 H -0.6025 -2.3598 -0.3894  0.13
9 H 1.2953 -0.5126 1.4284  0.16
10 H 1.9585 0.3018 -0.0622  0.20
11 H 1.0196 2.2107 0.3673  0.20
12 H 1.0263 1.7501 2.1065  0.22
13 H -1.3244 2.3873 0.4036  0.22
14 H -1.4996 1.8176 1.9303  0.21
15 H -1.8290 0.4319 -0.7952  0.18
16 H -2.0335 -0.4086 0.7354  0.19